14
Properties=species:S:1:pos:R:3:forces:R:3:nbo_charge:R:1 method="wB97M-V/def2-TZVPD" max_force_ev_per_a=3.56 lumo_energy_ev=0.475 relative_energy_ev=3.625 total_charge=0 orbital_gap_ev=9.25 e_homo_ev=-8.8 mol_weight_g_mol=153.01 smiles="O/C=C(/Cl)CCl.C#C"
O 0.278 -0.781 2.430 1.573 -0.056 -2.842 -0.67
C 0.842 0.338 1.878 -0.312 1.163 -0.655 0.16
C 1.184 0.369 0.560 1.155 0.278 3.060 -0.16
Cl 2.072 1.767 0.067 -0.111 0.504 -0.378 0.01
C 1.381 -0.847 -0.188 1.467 -2.488 2.075 -0.37
Cl 3.158 -1.230 -0.550 -0.178 0.151 0.496 -0.11
H -0.103 -0.590 3.237 -1.174 0.694 2.681 0.49
H 0.927 1.301 2.483 -0.244 -1.595 -0.651 0.19
H 1.037 -1.740 0.401 0.129 1.033 -0.649 0.25
H 1.067 -0.897 -1.147 -1.690 0.240 -2.772 0.22
C -1.415 0.313 -1.199 0.319 -2.644 0.672 -0.24
C -0.961 1.299 -0.659 -1.782 -0.255 -1.525 -0.25
H -1.587 -0.798 -1.326 0.145 2.124 -0.135 0.25
H -1.080 2.340 -0.578 0.703 0.850 0.625 0.23